ORCA calculation (wB97M-V/def2-TZVPD) on a single C6H12O molecule.

Bonds (Å) are listed after each position.
Positions of all 19 atoms, in Å:
1 C -1.60 -0.65 -1.38  C2 1.525, H8 1.095, H9 1.095, H10 1.097
2 C -1.40 -0.57 0.13  C1 1.525, C3 1.528, H11 1.096, H12 1.098
3 C -0.56 0.62 0.57  C2 1.528, C4 1.519, C5 1.510, H13 1.088
4 C 0.35 1.40 -0.37  C3 1.519, C5 1.485, H14 1.087, H15 1.088
5 C 0.94 0.53 0.68  C3 1.510, C4 1.485, C6 1.512, O7 1.407
6 C 1.64 -0.75 0.28  C5 1.512, H16 1.095, H17 1.093, H18 1.099
7 O 1.59 1.22 1.73  C5 1.407, H19 0.962
8 H -1.99 0.31 -1.72  C1 1.095
9 H -2.28 -1.45 -1.67  C1 1.095
10 H -0.65 -0.82 -1.91  C1 1.097
11 H -2.39 -0.51 0.60  C2 1.096
12 H -0.95 -1.50 0.51  C2 1.098
13 H -1.03 1.27 1.31  C3 1.088
14 H 0.42 2.47 -0.20  C4 1.087
15 H 0.46 1.09 -1.41  C4 1.088
16 H 2.63 -0.53 -0.15  C6 1.095
17 H 1.06 -1.30 -0.46  C6 1.093
18 H 1.78 -1.41 1.15  C6 1.099
19 H 1.97 0.56 2.32  O7 0.962

Summary:
Charge   0
HOMO energy   -9.16 eV
Spin multiplicity   1
DFT total energy   -8463.1912 eV
SMILES   CC[C@@H]1C[C@@]1(C)O
Energy relative to the best compared isomer or geometry (same formula, charge and spin)   112.18 kJ/mol

Results of the Löwdin charge analysis, in e, for atoms 1 through 6: -0.116, -0.227, -0.197, -0.043, -0.537, -0.011



ORCA calculation (wB97M-V/def2-TZVPD) on a single C6H12O molecule.

Bonds (Å) are listed after each position.
Positions of all 19 atoms, in Å:
1 C 1.91 0.57 1.07  O2 1.418, H8 1.095, H9 1.096, H10 1.098
2 O 1.96 -0.10 -0.17  C1 1.418, C3 1.416
3 C 0.84 -0.91 -0.48  O2 1.416, C4 1.532, H11 1.097, H12 1.104
4 C -0.49 -0.16 -0.37  C3 1.532, C5 1.527, C6 1.507, C7 1.512
5 C -0.34 1.30 -0.79  C4 1.527, H13 1.096, H14 1.096, H15 1.093
6 C -1.75 -0.92 -0.68  C4 1.507, C7 1.498, H16 1.088, H17 1.088
7 C -1.44 -0.55 0.74  C4 1.512, C6 1.498, H18 1.089, H19 1.088
8 H 2.67 0.16 1.75  C1 1.095
9 H 0.92 0.50 1.55  C1 1.096
10 H 2.12 1.64 0.91  C1 1.098
11 H 1.01 -1.24 -1.51  C3 1.097
12 H 0.83 -1.81 0.16  C3 1.104
13 H 0.73 1.48 -0.96  C5 1.096
14 H -0.68 2.00 -0.01  C5 1.096
15 H -0.86 1.54 -1.72  C5 1.093
16 H -1.69 -1.97 -0.96  C6 1.088
17 H -2.56 -0.38 -1.17  C6 1.088
18 H -1.14 -1.36 1.40  C7 1.089
19 H -2.04 0.22 1.22  C7 1.088

Summary:
Charge   0
HOMO energy   -9.68 eV
Spin multiplicity   1
DFT total energy   -8462.5350 eV
SMILES   COCC1(C)CC1
Energy relative to the best compared isomer or geometry (same formula, charge and spin)   175.50 kJ/mol

Results of the Löwdin charge analysis, in e, for atoms 1 through 6: -0.102, -0.208, -0.173, -0.464, -0.027, -0.098



ORCA calculation (wB97M-V/def2-TZVPD) on a single C6H12O molecule.

Bonds (Å) are listed after each position.
Positions of all 19 atoms, in Å:
1 C 0.51 1.84 -2.46  C2 1.521, H8 1.094, H9 1.095, H10 1.094
2 C -0.25 0.54 -2.19  C1 1.521, C3 1.484, H11 1.093, H12 1.092
3 C -0.21 0.16 -0.76  C2 1.484, C4 1.334, H13 1.089
4 C 0.46 -0.92 -0.35  C3 1.334, O5 1.353, H14 1.096
5 O 0.56 -1.30 0.95  C4 1.353, C6 1.416
6 C -0.34 -0.64 1.81  O5 1.416, C7 1.500, H15 1.110, H16 1.099
7 C -0.15 -1.26 3.16  C6 1.500, H17 1.091, H18 1.090, H19 1.089
8 H 0.45 2.11 -3.52  C1 1.094
9 H 0.08 2.67 -1.89  C1 1.095
10 H 1.55 1.72 -2.17  C1 1.094
11 H -1.28 0.67 -2.51  C2 1.093
12 H 0.19 -0.27 -2.77  C2 1.092
13 H -0.68 0.86 -0.08  C3 1.089
14 H 0.93 -1.64 -1.03  C4 1.096
15 H -1.40 -0.72 1.47  C6 1.110
16 H -0.14 0.44 1.87  C6 1.099
17 H -0.77 -0.78 3.93  C7 1.091
18 H 0.89 -1.16 3.45  C7 1.090
19 H -0.41 -2.32 3.11  C7 1.089

Summary:
Charge   0
HOMO energy   -8.60 eV
Spin multiplicity   1
DFT total energy   -8463.1781 eV
SMILES   CC/C=C/OCC
Energy relative to the best compared isomer or geometry (same formula, charge and spin)   113.45 kJ/mol

Results of the Löwdin charge analysis, in e, for atoms 1 through 6: -0.116, -0.284, -0.129, -0.153, -0.089, -0.300



ORCA calculation (wB97M-V/def2-TZVPD) on a single C6H12O molecule.

Bonds (Å) are listed after each position.
Positions of all 19 atoms, in Å:
1 C -0.44 -2.28 -0.53  C2 1.562, H8 1.204, H9 1.137, H10 1.125
2 C -0.91 -0.80 -0.43  C1 1.562, C3 1.458, H11 1.064, H12 1.044
3 C 0.14 0.15 -0.10  C2 1.458, C4 1.585, C5 1.505, H13 1.196
4 C 1.05 -0.32 1.11  C3 1.585, H14 1.125, H15 1.009, H16 1.182
5 C -0.49 1.49 0.19  C3 1.505, C6 1.535, H17 1.198, H18 1.067
6 C 0.54 2.51 -0.30  C5 1.535, O7 1.229, H19 1.036
7 O 0.21 3.33 -1.16  C6 1.229
8 H -1.42 -2.95 -0.35  C1 1.204
9 H -0.12 -2.41 -1.61  C1 1.137
10 H 0.42 -2.50 0.17  C1 1.125
11 H -1.46 -0.58 -1.32  C2 1.064
12 H -1.66 -0.80 0.30  C2 1.044
13 H 0.92 0.31 -0.98  C3 1.196
14 H 1.49 0.54 1.69  C4 1.125
15 H 0.47 -0.82 1.76  C4 1.009
16 H 1.89 -1.00 0.64  C4 1.182
17 H -1.52 1.81 -0.31  C5 1.198
18 H -0.64 1.72 1.22  C5 1.067
19 H 1.53 2.60 -0.01  C6 1.036

Summary:
Charge   0
HOMO energy   -9.54 eV
Spin multiplicity   1
DFT total energy   -8462.1761 eV
SMILES   CC[C@H](C)CC=O
Energy relative to the best compared isomer or geometry (same formula, charge and spin)   210.13 kJ/mol

Results of the Löwdin charge analysis, in e, for atoms 1 through 6: -0.097, -0.286, -0.419, -0.056, -0.153, -0.241



ORCA calculation (wB97M-V/def2-TZVPD) on a single C6H12O molecule.

Bonds (Å) are listed after each position.
Positions of all 19 atoms, in Å:
1 C 1.97 -0.21 1.05  C2 1.773, H8 1.128, H9 1.070, H10 1.094
2 C 1.31 -0.56 -0.56  C1 1.773, C3 1.508, H11 1.094, H12 1.065
3 C 0.24 0.42 -0.99  C2 1.508, C4 1.529, C5 1.520, H13 1.088
4 C -1.05 -0.04 -1.66  C3 1.529, C5 1.484, H14 1.087, H15 1.087
5 C -1.09 0.47 -0.26  C3 1.520, C4 1.484, C6 1.511, O7 1.403
6 C -1.42 -0.46 0.88  C5 1.511, H16 1.095, H17 1.096, H18 1.093
7 O -1.68 1.74 -0.14  C5 1.403, H19 0.966
8 H 3.05 -0.42 1.28  C1 1.128
9 H 1.39 -0.83 1.70  C1 1.070
10 H 1.84 0.86 1.24  C1 1.094
11 H 0.92 -1.58 -0.56  C2 1.094
12 H 2.36 -0.38 -0.54  C2 1.065
13 H 0.57 1.39 -1.33  C3 1.088
14 H -1.21 -1.10 -1.83  C4 1.087
15 H -1.47 0.61 -2.42  C4 1.087
16 H -2.50 -0.57 0.99  C6 1.095
17 H -1.03 -0.07 1.83  C6 1.096
18 H -0.99 -1.46 0.74  C6 1.093
19 H -1.22 2.18 0.59  O7 0.966

Summary:
Charge   0
HOMO energy   -8.67 eV
Spin multiplicity   1
DFT total energy   -8461.1624 eV
SMILES   CC[C@H]1C[C@]1(C)O
Energy relative to the best compared isomer or geometry (same formula, charge and spin)   307.93 kJ/mol

Results of the Löwdin charge analysis, in e, for atoms 1 through 6: -0.072, -0.118, -0.224, -0.034, -0.552, -0.015



ORCA calculation (wB97M-V/def2-TZVPD) on a single C6H12O molecule.

Bonds (Å) are listed after each position.
Positions of all 19 atoms, in Å:
1 C 2.69 -0.35 0.41  C2 1.559, H8 1.099, H9 1.094, H10 1.102
2 C 1.63 0.52 -0.32  C1 1.559, C3 1.557, H11 1.100, H12 1.091
3 C 0.12 0.29 -0.03  C2 1.557, C4 1.692, O7 1.407, H13 1.113
4 C -1.24 0.82 -0.90  C3 1.692, C5 1.524, H14 1.098, H15 1.116
5 C -2.19 0.21 0.12  C4 1.524, C6 1.542, H16 1.096, H17 1.091
6 C -1.57 -1.18 0.34  C5 1.542, O7 1.425, H18 1.095, H19 1.096
7 O -0.17 -1.09 0.07  C3 1.407, C6 1.425
8 H 2.71 -0.25 1.50  C1 1.099
9 H 2.60 -1.42 0.19  C1 1.094
10 H 3.69 -0.05 0.07  C1 1.102
11 H 1.84 1.56 -0.02  C2 1.100
12 H 1.82 0.44 -1.39  C2 1.091
13 H -0.03 0.71 0.99  C3 1.113
14 H -1.33 1.90 -1.05  C4 1.098
15 H -1.53 0.39 -1.89  C4 1.116
16 H -3.26 0.13 -0.10  C5 1.096
17 H -2.09 0.83 1.02  C5 1.091
18 H -1.74 -1.53 1.36  C6 1.095
19 H -1.97 -1.91 -0.37  C6 1.096

Summary:
Charge   0
HOMO energy   -9.31 eV
Spin multiplicity   1
DFT total energy   -8462.8916 eV
SMILES   CC[C@H]1CCCO1
Energy relative to the best compared isomer or geometry (same formula, charge and spin)   141.10 kJ/mol

Results of the Löwdin charge analysis, in e, for atoms 1 through 6: -0.105, -0.183, -0.296, -0.087, -0.212, -0.196



ORCA calculation (wB97M-V/def2-TZVPD) on a 2-piece molecular cluster, C6H12O overall.

Bonds (Å) are listed after each position.
Positions of all 19 atoms, in Å:
1 C 0.81 -1.36 -0.76  C2 1.360, H7 1.087, H8 1.117
2 C 1.51 -0.28 -0.30  C1 1.360, C3 1.464, H9 1.098
3 C 0.89 1.05 -0.29  C2 1.464, C4 1.510, C5 1.356
4 C 1.42 2.20 -1.10  C3 1.510, H10 1.090, H11 1.110, H12 1.082
5 C -0.19 1.29 0.49  C3 1.356, C6 1.454, H13 1.113
6 C -1.05 2.47 0.45  C5 1.454, H14 1.115, H15 1.100, H16 1.107
7 H 0.10 -1.23 -1.57  C1 1.087
8 H 1.11 -2.42 -0.63  C1 1.117
9 H 2.57 -0.11 -0.51  C2 1.098
10 H 2.49 1.97 -1.08  C4 1.090
11 H 1.03 2.28 -2.14  C4 1.110
12 H 1.16 3.17 -0.69  C4 1.082
13 H -0.79 0.46 0.92  C5 1.113
14 H -1.14 2.93 -0.57  C6 1.115
15 H -2.10 2.30 0.70  C6 1.100
16 H -0.61 3.22 1.14  C6 1.107
17 O -2.79 -6.00 2.09  H18 0.960, H19 0.972
18 H -2.40 -5.49 1.38  O17 0.960
19 H -2.02 -6.44 2.48  O17 0.972

Summary:
Charge   0
HOMO energy   -8.42 eV
Spin multiplicity   1
DFT total energy   -8461.0283 eV
SMILES   C=C/C(C)=C/C.O
Energy relative to the best compared isomer or geometry (same formula, charge and spin)   320.88 kJ/mol

Results of the Löwdin charge analysis, in e, for atoms 1 through 6: 0.011, -0.156, -0.340, -0.056, -0.146, -0.133



ORCA calculation (wB97M-V/def2-TZVPD) on a single C6H12O molecule.

Bonds (Å) are listed after each position.
Positions of all 19 atoms, in Å:
1 C -2.08 -0.92 0.07  C2 1.513, H8 1.095, H9 1.096, H10 1.097
2 C -1.47 0.47 0.07  C1 1.513, C3 1.503, C4 1.510, H11 1.090
3 C -0.67 0.94 -1.11  C2 1.503, C4 1.503, H12 1.090, H13 1.086
4 C 0.00 0.73 0.22  C2 1.510, C3 1.503, C5 1.514, H14 1.089
5 C 1.06 -0.34 0.36  C4 1.514, C6 1.520, O7 1.421, H15 1.103
6 C 2.38 0.12 -0.24  C5 1.520, H16 1.094, H17 1.094, H18 1.095
7 O 1.32 -0.64 1.73  C5 1.421, H19 0.965
8 H -1.46 -1.64 -0.48  C1 1.095
9 H -3.06 -0.90 -0.43  C1 1.096
10 H -2.24 -1.30 1.08  C1 1.097
11 H -2.11 1.22 0.52  C2 1.090
12 H -0.46 0.20 -1.88  C3 1.090
13 H -0.81 1.94 -1.49  C3 1.086
14 H 0.26 1.64 0.77  C4 1.089
15 H 0.73 -1.25 -0.16  C5 1.103
16 H 2.25 0.36 -1.30  C6 1.094
17 H 3.14 -0.66 -0.13  C6 1.094
18 H 2.73 1.02 0.28  C6 1.095
19 H 0.51 -0.98 2.12  O7 0.965

Summary:
Charge   0
HOMO energy   -10.05 eV
Spin multiplicity   1
DFT total energy   -8463.3581 eV
SMILES   C[C@@H]1C[C@@H]1[C@@H](C)O
Energy relative to the best compared isomer or geometry (same formula, charge and spin)   96.08 kJ/mol

Results of the Löwdin charge analysis, in e, for atoms 1 through 6: -0.072, -0.297, -0.086, -0.231, -0.435, -0.043



ORCA calculation (wB97M-V/def2-TZVPD) on a 2-piece molecular cluster, C6H12O overall.

Bonds (Å) are listed after each position.
Positions of all 19 atoms, in Å:
1 C -0.67 1.08 2.23  C2 1.325, H7 1.082, H8 1.083
2 C -0.45 0.05 1.43  C1 1.325, C3 1.530, H9 1.088
3 C -0.31 0.13 -0.09  C2 1.530, C4 1.503, H10 1.097, H11 1.095
4 C -0.09 -1.24 -0.67  C3 1.503, C5 1.346, C6 1.482
5 C -0.82 -1.68 -1.71  C4 1.346, H12 1.089, H13 1.082
6 C 1.12 -1.98 -0.25  C4 1.482, H14 1.103, H15 1.088, H16 1.098
7 H -0.62 2.08 1.82  C1 1.082
8 H -1.11 0.91 3.21  C1 1.083
9 H -0.71 -0.96 1.76  C2 1.088
10 H 0.61 0.68 -0.33  C3 1.097
11 H -1.21 0.61 -0.48  C3 1.095
12 H -0.38 -2.31 -2.48  C5 1.089
13 H -1.79 -1.26 -1.96  C5 1.082
14 H 2.04 -1.39 -0.41  C6 1.103
15 H 1.27 -2.89 -0.83  C6 1.088
16 H 1.17 -2.11 0.84  C6 1.098
17 O 0.95 3.35 -0.94  H18 0.951, H19 0.948
18 H 0.10 2.92 -0.86  O17 0.951
19 H 0.90 4.02 -0.27  O17 0.948

Summary:
Charge   0
HOMO energy   -9.03 eV
Spin multiplicity   1
DFT total energy   -8462.1755 eV
SMILES   C=CCC(=C)C.O
Energy relative to the best compared isomer or geometry (same formula, charge and spin)   210.18 kJ/mol

Results of the Löwdin charge analysis, in e, for atoms 1 through 6: -0.005, -0.178, -0.179, -0.399, 0.041, -0.076



ORCA calculation (wB97M-V/def2-TZVPD) on a single C6H12O molecule.

Bonds (Å) are listed after each position.
Positions of all 19 atoms, in Å:
1 C -0.61 2.18 -1.30  C2 1.518, H8 1.094, H9 1.094, H10 1.094
2 C 0.20 1.00 -0.78  C1 1.518, C3 1.530, C4 1.489, H11 1.099
3 C 1.43 1.47 -0.01  C2 1.530, H12 1.095, H13 1.095, H14 1.095
4 C -0.63 0.23 0.19  C2 1.489, O5 1.307
5 O -0.62 -1.02 -0.21  C4 1.307, C6 1.439
6 C -1.19 -1.87 0.80  O5 1.439, C7 1.537, H15 1.110, H16 1.082
7 C -0.05 -2.40 1.67  C6 1.537, H17 1.089, H18 1.108, H19 1.095
8 H 0.01 2.78 -1.97  C1 1.094
9 H -1.49 1.83 -1.85  C1 1.094
10 H -0.94 2.80 -0.47  C1 1.094
11 H 0.52 0.35 -1.61  C2 1.099
12 H 1.13 2.07 0.86  C3 1.095
13 H 2.06 2.10 -0.65  C3 1.095
14 H 2.03 0.63 0.34  C3 1.095
15 H -1.95 -1.20 1.26  C6 1.110
16 H -1.62 -2.72 0.28  C6 1.082
17 H 0.43 -1.55 2.15  C7 1.089
18 H 0.72 -2.97 1.11  C7 1.108
19 H -0.42 -3.08 2.45  C7 1.095

Summary:
Charge   0
HOMO energy   -8.41 eV
Spin multiplicity   1
DFT total energy   -8461.4408 eV
Energy relative to the best compared isomer or geometry (same formula, charge and spin)   281.07 kJ/mol

Results of the Löwdin charge analysis, in e, for atoms 1 through 6: -0.086, -0.469, -0.079, -0.026, -0.090, -0.239